Record 1
Density functional theory data (ωB97M-V with the def2-TZVPD basis set) for C3H5N3 as an isolated structure.

```
11
Properties=species:S:1:pos:R:3:forces:R:3:mulliken_charge:R:1
C 1.236 0.847 0.028 -1.2195 -0.2733 -0.5058 -0.41
C 0.002 0.199 0.041 3.0611 -0.4691 -0.0426 0.35
C -1.414 0.385 -0.009 -0.7258 5.4007 0.8604 -0.07
N -2.214 -0.541 -0.108 3.2733 -3.4842 -0.5191 -0.54
N 1.917 -0.412 -0.150 1.9698 1.7482 0.6196 -0.30
N 0.729 -1.049 0.079 -2.6007 0.6966 2.2391 -0.27
H 1.572 1.883 -0.009 0.1831 -0.5698 0.1884 0.34
H -1.836 1.588 0.137 1.4672 -3.0174 -0.3721 0.19
H -3.131 -0.405 -0.006 -4.2656 1.2281 0.2194 0.24
H 2.603 -0.757 0.549 -0.2581 0.9010 -0.5630 0.25
H 0.537 -1.738 -0.552 -0.8847 -2.1608 -2.1243 0.22
```
Positions in Å, forces in eV/Å.

max |F|: 5.517 eV Å⁻¹
orbital gap: 9.481 eV
HOMO: -8.632 eV
energy relative to the best compared isomer or geometry (same formula, charge and spin): 403.2 kJ/mol
E_tot: -7658.277 eV
charge: 0

---

Record 2
Density functional theory data (ωB97M-V with the def2-TZVPD basis set) for one molecule with the formula C2H3N3O.

```
9
Properties=species:S:1:pos:R:3:forces:R:3:mulliken_charge:R:1
N 1.724 -0.034 0.367 0.2482 0.4529 0.2225 -0.80
C 0.444 0.130 0.271 -0.0684 -0.0662 0.0077 0.39
C -0.707 0.953 0.280 0.3036 0.0061 0.0466 -0.32
O -1.790 0.174 0.016 0.0852 -0.0188 0.0201 -0.03
N -1.466 -1.087 -0.158 0.4574 0.0288 0.0630 -0.39
N -0.179 -1.083 0.010 -0.0808 0.0491 -0.0696 0.19
H 0.542 -1.805 -0.024 -0.9576 -0.8020 -0.2538 0.37
H 2.278 0.742 0.671 -0.0602 0.5422 -0.0108 0.19
H -0.915 2.000 0.430 0.0727 -0.1920 -0.0258 0.41
```
Positions in Å, forces in eV/Å.

max |F|: 1.275 eV Å⁻¹
orbital gap (spin up / spin down): 7.864 / 7.863 eV
HOMO (spin up / spin down): -7.832 / -7.831 eV
energy relative to the best compared isomer or geometry (same formula, charge and spin): 401.5 kJ/mol
E_tot: -8636.333 eV
charge: 0

---

Record 3
Density functional theory data (ωB97M-V with the def2-TZVPD basis set) for a 2-piece molecular cluster, C3H8N2 overall.

```
13
Properties=species:S:1:pos:R:3:forces:R:3:mulliken_charge:R:1
H -0.716 -0.828 2.956 0.4989 0.7287 -0.6758 0.18
N 0.109 -0.216 2.574 -0.6435 -3.0255 3.0873 -0.39
N -0.172 0.516 1.691 1.4998 2.5277 -2.7814 0.02
C -1.385 0.779 1.041 -2.4160 2.0430 0.1700 -0.59
H -1.260 0.875 -0.053 0.2301 -0.4217 0.5922 0.19
H -2.282 0.157 1.285 0.6079 0.0260 0.0450 0.35
H -1.626 1.880 1.352 0.2464 -1.8689 -0.4350 0.24
C 0.501 -1.336 -1.553 0.9497 0.6495 -0.5710 -0.52
C 1.687 -0.716 -1.434 0.3513 -1.9285 0.1721 -0.38
H -0.309 -0.773 -1.994 -0.4698 0.0653 0.5107 0.25
H 0.337 -2.408 -1.406 0.3174 0.4114 -0.1353 0.23
H 2.611 -1.326 -1.284 -0.8785 0.6149 0.3502 0.19
H 1.860 0.344 -1.509 -0.2937 0.1780 -0.3291 0.23
```
Positions in Å, forces in eV/Å.

max |F|: 4.370 eV Å⁻¹
orbital gap: 9.585 eV
HOMO: -8.506 eV
energy relative to the best compared isomer or geometry (same formula, charge and spin): 412.4 kJ/mol
E_tot: -6217.573 eV
charge: 0
SMILES: [H]/N=N\C.C=C

---

Copy entry 2 word for word.
Density functional theory data (ωB97M-V with the def2-TZVPD basis set) for one molecule with the formula C2H3N3O.

```
9
Properties=species:S:1:pos:R:3:forces:R:3:mulliken_charge:R:1
N 1.724 -0.034 0.367 0.2482 0.4529 0.2225 -0.80
C 0.444 0.130 0.271 -0.0684 -0.0662 0.0077 0.39
C -0.707 0.953 0.280 0.3036 0.0061 0.0466 -0.32
O -1.790 0.174 0.016 0.0852 -0.0188 0.0201 -0.03
N -1.466 -1.087 -0.158 0.4574 0.0288 0.0630 -0.39
N -0.179 -1.083 0.010 -0.0808 0.0491 -0.0696 0.19
H 0.542 -1.805 -0.024 -0.9576 -0.8020 -0.2538 0.37
H 2.278 0.742 0.671 -0.0602 0.5422 -0.0108 0.19
H -0.915 2.000 0.430 0.0727 -0.1920 -0.0258 0.41
```
Positions in Å, forces in eV/Å.

max |F|: 1.275 eV Å⁻¹
orbital gap (spin up / spin down): 7.864 / 7.863 eV
HOMO (spin up / spin down): -7.832 / -7.831 eV
energy relative to the best compared isomer or geometry (same formula, charge and spin): 401.5 kJ/mol
E_tot: -8636.333 eV
charge: 0

---

Q: What is the formula in the third record?
A: C3H8N2